(1)
Formula: C12H12N3
Source: OMol25
Level of theory: ωB97M-V/def2-TZVPD

Geometry as XYZ:
```
27
Properties=species:S:1:pos:R:3:forces:R:3:nbo_charge:R:1
N -2.09998 -2.61579 -1.26998 1.07 -1.86 -0.55 -0.720
N -0.55475 -1.29130 -0.10374 -0.12 -2.78 -1.52 -0.538
N -1.18825 0.76024 1.09343 0.79 -0.43 -0.03 -0.341
C 2.24281 2.69947 0.22572 -1.27 1.23 1.00 -0.180
C -0.21770 -0.24625 0.82509 2.76 1.08 0.87 0.160
C 2.61912 1.12051 -1.55351 -1.50 0.27 4.14 -0.172
C 1.09291 0.56948 0.18169 -2.62 -0.02 1.28 -0.004
C -2.27783 0.69163 0.50419 0.15 -1.56 -0.79 0.157
C 1.82279 0.16506 -0.91315 -0.04 -0.09 -0.99 -0.250
C -1.80965 -1.54173 -0.57250 2.11 1.41 0.60 0.585
C 0.37148 -1.70714 2.99923 -0.07 1.01 -1.14 -0.131
C 2.88423 2.36280 -0.95352 -1.36 -1.97 -0.36 -0.197
C 0.09166 -0.94498 2.11519 0.19 0.00 -0.63 -0.079
C -2.78888 -0.40947 -0.36634 -0.24 -0.48 -1.38 -0.569
C 1.19709 1.84677 0.73833 2.38 -0.51 0.16 -0.213
H -1.38015 -3.37084 -1.39951 -0.99 1.23 0.28 0.431
H 1.80242 -0.84980 -1.35338 -0.18 0.63 0.36 0.204
H -2.96391 -2.81291 -1.78027 0.28 0.64 0.59 0.446
H 3.22752 0.77013 -2.26146 2.07 -0.93 -3.22 0.208
H 0.34600 -1.94012 -0.18409 -3.10 1.26 -0.20 0.461
H 3.57384 2.90295 -1.53279 0.86 1.40 0.11 0.231
H 2.47852 3.70679 0.69511 -0.47 -1.52 -0.46 0.238
H -3.72948 -0.72500 0.03323 -0.46 -0.84 0.96 0.281
H 0.80111 -2.32800 3.71112 0.18 -0.70 1.03 0.245
H -2.96127 1.39901 0.76544 -2.06 2.12 0.39 0.203
H -3.23896 -0.10747 -1.34879 1.13 0.27 0.36 0.286
H 0.65930 1.89598 1.70526 0.52 1.12 -0.86 0.255
```
Forces are in eV/Å.

molar mass: 198.25 g/mol
SMILES: C#C[C@]1(c2ccccc2)N=CCC(=[NH2+])N1
charge: +1
energy above the lowest of the compared OMol25 structures with the same formula, charge and spin: 48.17 kcal/mol
frontier orbital gap: 8.7 eV
HOMO energy: -12.2 eV

---

(2)
Formula: C12H12Si
Source: OMol25
Level of theory: ωB97M-V/def2-TZVPD

Geometry as XYZ:
```
25
Properties=species:S:1:pos:R:3:forces:R:3:nbo_charge:R:1
Si 0.45794 -0.71696 0.61229 1.70 1.60 0.82 1.402
C 3.29594 1.65397 0.85431 -0.50 -0.44 0.24 -0.663
C -0.91290 -0.50479 -1.89074 -0.53 -1.08 -1.61 -0.198
C -2.07029 -0.27810 -2.62702 -0.65 1.53 1.11 -0.195
C -0.03153 -1.08907 2.46365 0.42 0.48 -2.33 -0.476
C 1.35524 -2.24394 0.04083 -1.29 1.96 0.81 -0.516
C -3.06566 0.81397 -0.79411 -2.50 0.93 3.13 -0.206
C -1.94994 0.49744 -0.05530 -0.65 2.60 2.41 -0.196
C -0.26714 -1.39644 3.60269 -0.19 0.22 0.88 -0.177
C 1.96712 -3.21138 -0.28740 0.92 -0.88 -0.93 -0.145
C 1.78223 1.62692 0.59697 0.05 -2.12 -0.12 -0.496
C -0.88438 -0.15222 -0.55312 1.34 -1.51 0.55 -0.487
C -3.20167 0.39185 -2.04086 1.57 -1.76 -3.83 -0.208
H 1.22314 1.68572 1.50136 -0.23 0.67 0.73 0.182
H -4.00822 0.50721 -2.76691 -0.26 0.32 0.85 0.220
H -2.16945 -0.42008 -3.67719 0.39 -0.67 -0.63 0.209
H 2.56849 -3.95529 -0.75394 -0.06 -0.24 0.26 0.234
H -3.91428 1.24289 -0.18420 0.93 -0.09 -1.12 0.214
H 3.97554 1.29238 0.03901 -0.83 0.76 0.40 0.213
H 3.34642 0.85486 1.59692 0.85 0.45 0.50 0.213
H -0.48526 -1.55742 4.65193 0.15 -0.06 -0.72 0.240
H -1.93251 1.03399 0.93618 0.18 -1.28 -0.69 0.216
H 3.59865 2.68017 1.26549 -0.17 -1.52 -0.55 0.211
H -0.10226 -1.06404 -2.37570 -0.16 0.34 0.35 0.223
H 1.42476 2.30837 -0.15513 -0.48 -0.24 -0.51 0.188
```
Forces are in eV/Å.

molar mass: 184.31 g/mol
charge: 0
energy above the lowest of the compared OMol25 structures with the same formula, charge and spin: 85.30 kcal/mol
frontier orbital gap: 8.0 eV
HOMO energy: -7.9 eV

---

| no. | LUMO (Ha) |
| --- | --- |
| 1 | -0.128 |
| 2 | 0.003 |